Below is a 5-piece molecular cluster, C27H65NO10P2 overall, with properties calculated with ωB97M-V/def2-TZVPD.

Output
Frontier orbital gap in eV: 8.468
Total charge: 0
E_tot in eV: -69592.0472
SMILES string: CCOCCOCCOCP(CC(=O)N(C)C)#P(O)O.CCOCC.CCOCC.CCOCC.CCOCC

```
105
Properties=species:S:1:pos:R:3:forces:R:3
C 5.792418 -0.056614 0.567718 -0.004 0.359 0.522
C 6.685433 1.168666 0.613183 0.450 -0.524 -0.379
O 6.281340 2.237955 -0.214115 -0.027 0.009 0.271
C 5.037546 2.804859 0.107827 -0.553 0.569 -0.515
C 4.168007 2.839240 -1.159753 1.091 -0.407 0.332
O 4.153927 1.568539 -1.787183 -0.424 0.083 0.177
C 3.023904 0.787905 -1.486362 -0.576 -0.044 -0.667
C 2.268592 0.502951 -2.780967 0.426 -0.416 0.231
O 1.194071 -0.389054 -2.474229 0.030 0.213 -0.141
C -0.087215 0.124337 -2.672686 -0.115 0.761 -0.082
P -0.561290 1.502162 -1.470493 -0.428 0.052 1.492
C -2.427305 1.335421 -1.367568 0.589 -0.826 -0.460
C -3.000162 2.423744 -0.503574 -0.411 -2.908 1.004
O -3.047662 3.512262 -0.907698 0.171 3.913 -1.212
N -3.485305 2.122214 0.811307 -0.015 -0.490 0.086
C -2.318754 1.984729 1.691786 -0.256 0.028 -0.053
C -4.285562 0.891915 0.815682 0.772 -0.046 0.255
P -0.016663 3.414531 -2.329975 2.109 -0.121 -1.923
O -1.230825 3.999057 -3.286418 -0.203 0.185 0.922
O 0.343909 4.489512 -1.136039 -1.396 -0.539 0.370
H 4.820618 0.145849 0.999690 -0.394 -0.013 -0.083
H 5.687064 -0.426754 -0.441320 -0.081 -0.074 -0.245
H 6.235095 -0.820451 1.198623 0.155 -0.261 0.009
H 7.646343 0.850404 0.221933 0.292 0.175 -0.145
H 6.886773 1.487229 1.636785 -0.283 0.219 0.239
H 5.166569 3.850766 0.397700 0.163 0.130 0.194
H 4.531661 2.320231 0.939348 0.000 -0.366 0.072
H 4.676647 3.514340 -1.840515 -0.079 0.124 -0.279
H 3.170503 3.215234 -0.948776 -0.225 0.063 -0.001
H 2.325108 1.282681 -0.814047 0.085 0.188 0.335
H 3.278330 -0.179619 -1.057654 0.309 -0.053 0.220
H 2.955231 0.000919 -3.458029 0.005 -0.171 -0.184
H 1.946787 1.416696 -3.270662 -0.273 0.192 0.060
H -0.259667 0.445494 -3.699177 0.042 -0.085 -0.261
H -0.770634 -0.679131 -2.425119 -0.295 -0.132 -0.006
H -2.629816 0.330201 -1.006822 -0.001 -0.074 0.180
H -2.808988 1.394490 -2.380683 -0.321 0.249 -0.125
H -1.760518 1.070163 1.456402 0.250 0.066 0.004
H -2.608019 1.930473 2.734541 -0.297 0.001 0.159
H -1.697808 2.865492 1.576230 0.276 0.052 -0.007
H -3.601126 0.041486 0.916770 -0.256 -0.365 -0.113
H -4.857551 0.791708 -0.095924 -0.198 -0.006 -0.181
H -4.962309 0.863858 1.658820 -0.155 0.177 0.202
H -0.967345 4.886092 -3.574443 -0.117 -0.197 -0.146
H -0.322968 4.527906 -0.428022 0.116 0.228 -0.113
C -1.011860 10.139423 -2.501659 -0.109 -0.105 -0.085
C -1.172811 9.592998 -1.092818 0.109 0.017 -0.049
O -2.513145 9.311895 -0.737068 -0.093 0.114 0.145
C -3.176281 8.340686 -1.526121 -0.009 -0.122 -0.059
C -2.522991 6.969929 -1.491187 0.168 0.055 -0.080
H -1.651969 11.010333 -2.649698 0.034 0.027 0.036
H 0.024454 10.429569 -2.678293 -0.002 0.011 0.026
H -1.282663 9.399433 -3.256823 0.062 -0.007 -0.006
H -0.827692 10.341028 -0.378257 -0.107 -0.022 0.063
H -0.544085 8.707127 -0.945901 0.008 -0.010 -0.066
H -3.281461 8.693573 -2.558497 0.038 -0.029 -0.023
H -4.184746 8.266030 -1.118607 0.029 0.101 0.075
H -1.532780 6.983719 -1.953399 -0.015 -0.010 -0.028
H -3.131221 6.242868 -2.030084 -0.007 -0.026 0.067
H -2.400158 6.630096 -0.461665 -0.081 -0.033 -0.008
C 2.359578 -3.637291 3.413740 -0.142 -0.043 -0.106
C 2.984556 -2.536997 2.573207 -0.013 0.007 0.139
O 2.933828 -2.782976 1.180435 0.189 -0.011 -0.130
C 1.641783 -2.912513 0.615436 -0.136 -0.008 -0.059
C 0.781082 -1.671629 0.772179 0.035 0.086 0.225
H 2.797252 -4.605655 3.166264 0.039 0.012 0.037
H 2.517900 -3.441324 4.474841 0.028 0.009 -0.010
H 1.283643 -3.711580 3.247048 -0.005 0.025 0.059
H 4.043690 -2.454858 2.821077 0.025 0.002 -0.132
H 2.533511 -1.565240 2.806793 -0.051 -0.022 0.021
H 1.131489 -3.794088 1.020763 -0.021 0.029 0.045
H 1.800085 -3.104349 -0.446504 0.125 0.013 0.024
H 0.536461 -1.475765 1.818595 -0.067 -0.048 -0.014
H -0.157628 -1.792245 0.228267 0.020 0.000 -0.035
H 1.300984 -0.795153 0.385320 -0.043 -0.009 -0.091
C -5.708835 -2.739173 -2.342630 -0.121 0.120 -0.062
C -6.288337 -2.889420 -0.945935 0.046 -0.102 -0.096
O -6.666171 -1.662621 -0.349386 0.138 0.122 0.204
C -7.667620 -0.919422 -1.020954 -0.130 0.035 -0.069
C -8.993222 -1.650611 -1.147620 0.069 -0.168 -0.046
H -4.881173 -2.027349 -2.339233 0.031 -0.041 0.028
H -5.344868 -3.700558 -2.706265 0.014 0.001 0.024
H -6.452662 -2.375599 -3.053444 0.001 -0.059 -0.019
H -5.529925 -3.316815 -0.289048 -0.037 0.091 0.090
H -7.130862 -3.589660 -0.947434 -0.011 0.008 -0.065
H -7.308591 -0.593838 -2.004121 -0.031 -0.041 -0.031
H -7.813719 -0.016160 -0.427275 0.108 -0.034 0.066
H -8.911843 -2.527425 -1.792241 -0.029 0.039 -0.044
H -9.747936 -0.991766 -1.577851 0.010 0.019 0.019
H -9.337219 -1.990924 -0.170034 -0.010 0.060 0.014
C 4.089699 -8.974873 1.422554 -0.001 -0.146 0.120
C 3.839079 -7.843117 2.404777 0.091 0.008 -0.103
O 2.824820 -8.122266 3.352549 -0.180 0.133 0.007
C 3.055207 -9.228171 4.205002 0.057 -0.086 0.091
C 4.295724 -9.087898 5.071654 0.110 0.067 -0.128
H 3.160124 -9.269688 0.933547 0.002 0.056 -0.029
H 4.805274 -8.662782 0.661256 -0.017 0.025 0.000
H 4.495793 -9.858731 1.917503 0.059 0.020 -0.026
H 3.499897 -6.964067 1.855165 -0.099 0.012 0.094
H 4.766447 -7.554350 2.912369 0.034 -0.058 -0.019
H 3.090364 -10.157643 3.625498 0.059 -0.007 0.004
H 2.176339 -9.294599 4.847106 -0.054 0.087 -0.077
H 5.208914 -9.086956 4.474170 0.006 -0.060 0.022
H 4.360769 -9.918564 5.775170 -0.027 0.006 0.005
H 4.267343 -8.152085 5.631673 -0.044 -0.024 0.033
```
Forces are in eV/Å.

Löwdin atomic charge list, values in e, 99 entries: atom 1 (C): -0.075, atom 2 (C): -0.268, atom 3 (O): -0.128, atom 4 (C): -0.200, atom 5 (C): -0.165, atom 6 (O): -0.123, atom 7 (C): -0.216, atom 8 (C): -0.191, atom 9 (O): -0.202, atom 10 (C): -0.404, atom 11 (P): 0.854, atom 12 (C): -0.302, atom 13 (C): -0.580, atom 14 (O): 0.129, atom 15 (N): -0.162, atom 16 (C): -0.079, atom 17 (C): -0.079, atom 18 (P): 0.635, atom 19 (O): -0.339, atom 20 (O): -0.343, atom 21 (H): 0.059, atom 22 (H): 0.080, atom 23 (H): 0.076, atom 24 (H): 0.115, atom 25 (H): 0.116, atom 26 (H): 0.121, atom 27 (H): 0.117, atom 28 (H): 0.125, atom 29 (H): 0.109, atom 30 (H): 0.092, atom 31 (H): 0.115, atom 32 (H): 0.128, atom 33 (H): 0.087, atom 34 (H): 0.094, atom 35 (H): 0.084, atom 36 (H): 0.062, atom 37 (H): 0.092, atom 38 (H): 0.072, atom 39 (H): 0.088, atom 40 (H): 0.083, atom 41 (H): 0.079, atom 42 (H): 0.083, atom 43 (H): 0.089, atom 44 (H): 0.040, atom 45 (H): 0.042, atom 46 (C): -0.082, atom 47 (C): -0.284, atom 48 (O): -0.159, atom 49 (C): -0.278, atom 50 (C): -0.086, atom 51 (H): 0.081, atom 52 (H): 0.076, atom 53 (H): 0.064, atom 54 (H): 0.117, atom 55 (H): 0.106, atom 56 (H): 0.108, atom 57 (H): 0.119, atom 58 (H): 0.057, atom 59 (H): 0.076, atom 60 (H): 0.084, atom 61 (C): -0.072, atom 62 (C): -0.286, atom 63 (O): -0.163, atom 64 (C): -0.273, atom 65 (C): -0.080, atom 66 (H): 0.073, atom 67 (H): 0.078, atom 68 (H): 0.068, atom 69 (H): 0.115, atom 70 (H): 0.107, atom 71 (H): 0.108, atom 72 (H): 0.119, atom 73 (H): 0.068, atom 74 (H): 0.073, atom 75 (H): 0.057, atom 76 (C): -0.077, atom 77 (C): -0.280, atom 78 (O): -0.172, atom 79 (C): -0.287, atom 80 (C): -0.079, atom 81 (H): 0.074, atom 82 (H): 0.078, atom 83 (H): 0.067, atom 84 (H): 0.118, atom 85 (H): 0.108, atom 86 (H): 0.108, atom 87 (H): 0.117, atom 88 (H): 0.067, atom 89 (H): 0.078, atom 90 (H): 0.083, atom 91 (C): -0.080, atom 92 (C): -0.286, atom 93 (O): -0.164, atom 94 (C): -0.284, atom 95 (C): -0.081, atom 96 (H): 0.082, atom 97 (H): 0.077, atom 98 (H): 0.066, atom 99 (H): 0.112